Record 1
Molecular formula: C30H29ClCsN3O10P
Method: DFT, ωB97M-V/def2-TZVPD

Structure (XYZ):
```
75
Properties=species:S:1:pos:R:3:lowdin_charge:R:1
Cs 0.4397 -2.1210 0.6788 1.16
O -1.7334 -2.9478 5.1552 0.11
C -0.9830 -2.1252 4.3937 -0.46
O -1.4599 -1.3297 3.6295 0.10
C 0.4834 -2.3320 4.6320 -0.20
C 0.9845 -2.9289 5.7736 -0.01
C 2.3681 -3.0288 5.8894 -0.05
C 3.1764 -2.5546 4.8803 0.01
C 2.5909 -1.9853 3.7379 -0.17
N 1.2758 -1.8591 3.6701 0.11
C 3.5288 -1.4883 2.6187 -0.69
O 4.4931 -0.8469 3.0773 -0.02
O 3.2839 -1.8124 1.4357 -0.15
H -2.6543 -2.7712 4.9255 0.13
H 0.3235 -3.3057 6.5407 0.11
H 2.8042 -3.4812 6.7717 0.10
H 4.2539 -2.6026 4.9471 0.12
O -2.8117 -5.0891 0.3257 -0.36
Cl -1.7369 -4.7044 -0.5576 0.60
O -1.7692 -5.4861 -1.7680 -0.35
O -0.4771 -4.8979 0.1146 -0.49
O -1.8701 -3.3007 -0.8865 -0.50
O -1.3157 1.9432 1.2811 -0.04
N -1.5582 1.8762 -0.0624 -0.01
C -2.5634 2.5678 -0.4114 -0.12
C -3.0354 2.6284 -1.8043 -0.22
C -3.8785 3.6917 -2.1233 -0.06
C -4.3926 3.8510 -3.3985 -0.09
C -4.0721 2.9252 -4.3782 -0.09
C -3.2425 1.8556 -4.0729 -0.08
C -2.7027 1.6835 -2.7995 -0.31
P -1.7128 0.1981 -2.3585 1.13
C -0.0164 0.8988 -2.4961 -0.38
C 0.2898 2.1921 -2.9133 -0.09
C 1.6008 2.6483 -2.9297 -0.09
C 2.6415 1.8169 -2.5359 -0.09
C 2.3576 0.5179 -2.1429 -0.07
C 1.0432 0.0735 -2.1345 -0.13
C -1.7307 -0.8076 -3.9035 -0.38
C -2.4170 -2.0180 -3.8489 -0.09
C -2.4151 -2.8799 -4.9387 -0.07
C -1.7234 -2.5394 -6.0903 -0.10
C -1.0227 -1.3390 -6.1511 -0.09
C -1.0214 -0.4824 -5.0617 -0.10
H -0.4953 1.4194 1.4309 0.05
H -3.1001 3.1534 0.3364 0.13
H -4.1313 4.4037 -1.3456 0.11
H -5.0443 4.6856 -3.6236 0.10
H -4.4727 3.0283 -5.3791 0.10
H -3.0136 1.1297 -4.8419 0.09
H -0.5046 2.8656 -3.2129 0.10
H 1.8069 3.6638 -3.2463 0.10
H 3.6616 2.1800 -2.5339 0.10
H 3.1486 -0.1465 -1.8171 0.11
H 0.8626 -0.9543 -1.8429 0.04
H -2.9025 -2.3101 -2.9255 0.09
H -2.9258 -3.8317 -4.8702 0.11
H -1.7078 -3.2180 -6.9344 0.10
H -0.4627 -1.0808 -7.0418 0.10
H -0.4526 0.4397 -5.1007 0.10
C 3.2716 2.3541 4.1822 -0.05
N 2.7669 1.8345 2.9267 -0.13
C 3.6130 1.8470 1.7365 -0.03
C 1.5402 1.2960 2.8094 -0.50
C 0.6554 1.2801 4.0277 0.01
O 1.1906 0.8138 1.7272 -0.07
H 4.2272 2.8365 3.9966 0.08
H 3.4356 1.5568 4.9113 0.09
H 2.5967 3.0948 4.6154 0.08
H 4.6407 2.0236 2.0424 0.09
H 3.2886 2.6258 1.0414 0.09
H 3.5679 0.8829 1.2381 0.07
H 1.1757 0.8198 4.8696 0.09
H -0.2373 0.7060 3.7999 0.06
H 0.3780 2.2973 4.3130 0.09
```

HOMO level (Eh): -0.2222
Charge: -1
Energy (Ha): -2898.85848
Gap between HOMO and LUMO (eV): 8.060



Record 2
Molecular formula: C30H29F6N6O3STi
Method: DFT, ωB97M-V/def2-TZVPD

Structure (XYZ):
```
76
Properties=species:S:1:pos:R:3:lowdin_spin:R:1
Ti -1.1735 0.4569 -0.0909 0.93
C -3.8408 1.8519 0.1106 0.00
N -2.9525 1.1811 1.0766 0.00
C -2.6888 2.1000 2.1902 0.00
C -3.6038 -0.0510 1.5819 0.00
C -3.6604 -1.0956 0.4939 0.00
C -4.7225 -1.9848 0.4012 0.00
C -4.7448 -2.9283 -0.6185 0.00
C -3.7141 -2.9635 -1.5450 0.00
C -2.6554 -2.0637 -1.4427 0.00
C -2.5966 -1.1145 -0.4230 0.00
H -4.7871 2.1224 0.5950 0.00
H -4.0436 1.1947 -0.7313 0.00
H -3.3589 2.7536 -0.2613 0.00
H -3.6304 2.4127 2.6591 0.00
H -2.1681 2.9832 1.8220 0.00
H -2.0673 1.6197 2.9428 0.00
H -4.6044 0.1911 1.9648 0.00
H -2.9999 -0.4102 2.4175 0.00
H -5.5394 -1.9392 1.1148 0.00
H -5.5735 -3.6211 -0.6979 0.00
H -3.7386 -3.6839 -2.3548 0.00
H -1.8726 -2.0985 -2.1955 0.00
N 5.6849 -2.2059 1.7600 0.00
C 4.4926 -1.5117 1.9084 0.00
C 3.9446 -0.8156 0.8248 0.00
C 2.7318 -0.1692 0.9457 0.00
C 2.0502 -0.2185 2.1577 0.00
C 2.5887 -0.8798 3.2484 0.00
C 3.8039 -1.5300 3.1221 0.00
S 0.4642 0.5263 2.2965 0.00
O 0.2192 0.8567 3.6691 0.00
O -0.5205 -0.4441 1.7412 0.00
N 0.3364 1.6661 1.1957 0.01
C 1.1165 2.7915 1.2635 0.00
N 0.8742 3.7444 0.3584 0.00
C 1.6315 4.8321 0.4231 0.00
C 2.6272 5.0094 1.3653 0.00
C 2.7955 3.9616 2.2590 0.00
N 2.0632 2.8627 2.2203 0.00
H 6.2805 -1.8946 1.0106 0.00
H 6.1887 -2.3991 2.6097 0.00
H 4.4873 -0.7791 -0.1129 0.00
H 2.3173 0.3894 0.1204 0.00
H 2.0524 -0.8707 4.1880 0.00
H 4.2301 -2.0525 3.9703 0.00
H 1.4259 5.5950 -0.3222 0.00
H 3.2309 5.9034 1.4021 0.00
H 3.5511 3.9996 3.0377 0.00
C -0.9436 3.7191 -2.5285 0.00
C -1.0437 2.2085 -2.7211 0.00
O -1.3078 1.5735 -1.5362 -0.01
C -2.2084 1.8775 -3.6830 0.00
F -3.3544 2.3747 -3.1840 0.00
F -2.3860 0.5621 -3.8434 0.00
F -2.0385 2.4189 -4.9015 0.00
C 0.2986 1.6940 -3.2932 0.00
F 0.6556 2.3446 -4.4107 0.00
F 1.2750 1.8820 -2.3914 0.00
F 0.2781 0.3881 -3.5878 0.00
H -1.8994 4.0921 -2.1663 0.00
H -0.6893 4.2221 -3.4600 0.00
H -0.1858 3.9025 -1.7687 0.00
N 0.3606 -0.8824 -0.9846 0.01
C 0.8225 -1.9305 -1.0201 0.02
C 1.3877 -3.2380 -0.9997 0.00
C 2.1238 -3.6152 0.1274 0.00
C 2.6805 -4.8784 0.1832 0.00
C 2.5103 -5.7638 -0.8743 0.00
C 1.7806 -5.3842 -1.9940 0.00
C 1.2186 -4.1237 -2.0619 0.00
H 2.2455 -2.9069 0.9381 0.00
H 3.2493 -5.1761 1.0535 0.00
H 2.9479 -6.7518 -0.8237 0.00
H 1.6474 -6.0746 -2.8157 0.00
H 0.6436 -3.8145 -2.9250 0.00
```

HOMO level (spin up / spin down) (Eh): -0.2657 / -0.3056
Spin multiplicity: 2
Charge: 0
Energy (Ha): -3561.85970
Gap between HOMO and LUMO (spin up / spin down) (eV): 7.165 / 8.220